The following is a DFT calculation (ωB97M-V with the def2-TZVPD basis set) of 9 unconnected molecules or ions with the total composition C5H29NO10.

Each line ends with the Mulliken charge.
Positions of all 45 atoms, in Å:
C 1.14 -0.57 3.32  -1.26
C 0.15 -0.93 2.26  -0.27
N 0.84 -0.96 0.94  0.27
C 0.01 -1.28 -0.30  0.81
C -1.26 -2.35 0.07  -0.90
O -2.36 -2.10 -0.75  -0.61
C 0.80 -1.86 -1.49  -0.66
O -0.16 -2.41 -2.37  -0.64
H 2.17 -0.99 3.18  0.28
H 0.92 -0.87 4.34  0.41
H 1.33 0.49 3.44  0.32
H -0.36 -1.89 2.40  0.48
H -0.74 -0.23 2.36  0.23
H 1.09 0.02 0.96  -0.22
H -0.47 -0.34 -0.71  -0.09
H -1.48 -2.35 1.13  0.46
H -0.85 -3.33 -0.19  0.34
H -2.03 -2.08 -1.66  0.44
H 1.44 -1.11 -1.95  0.14
H 1.50 -2.67 -1.29  0.31
H -0.52 -1.66 -2.88  0.37
O -0.88 3.65 -0.75  -0.61
H -0.29 4.41 -0.64  0.32
H -0.14 3.04 -0.95  0.29
O -3.96 -0.07 -1.56  -0.73
H -3.92 -1.03 -1.63  0.35
H -3.86 0.15 -0.63  0.33
O -2.75 1.93 0.48  -0.56
H -3.07 2.35 1.29  0.27
H -2.40 2.71 0.02  0.30
O 2.77 -3.03 1.93  -0.73
H 3.30 -2.69 1.20  0.32
H 1.95 -2.57 1.64  0.27
O -1.60 0.25 -3.06  -0.60
H -2.34 0.09 -2.44  0.33
H -1.86 1.13 -3.38  0.31
O 1.40 1.95 -2.10  -0.60
H 1.76 1.49 -1.34  0.23
H 1.84 1.57 -2.86  0.28
O 3.71 2.17 0.38  -0.66
H 3.24 1.34 0.58  0.30
H 3.08 2.67 -0.14  0.33
O 1.26 2.54 0.87  -0.43
H 1.28 3.28 1.48  0.22
H 0.36 2.17 0.83  0.26

Computed properties:
HOMO-LUMO gap in eV: 9.53
LUMO in eV: -0.1
ΔE to the lowest compared entry with this formula, charge and spin in kJ/mol: 421.2
SMILES string: CCNC(CO)CO.O.O.O.O.O.O.O.O
Calculated total energy in eV: -27619.27315
Largest force on an atom in Eh/bohr: 0.065

***

The following is a DFT calculation (ωB97M-V with the def2-TZVPD basis set) of a molecular structure, C31H28AuN4O2.

Each line ends with the Mulliken charge.
Positions of all 66 atoms, in Å:
Au -0.06 -0.64 -0.23  0.63
C 0.46 -5.12 -0.48  -0.57
O -0.96 -4.80 -0.66  -0.45
C -1.02 -3.47 -0.65  0.26
N 0.07 -2.81 -0.64  -0.37
C 1.18 -3.77 -0.67  -0.49
C 2.24 -3.48 0.37  0.18
C 3.57 -3.73 0.08  -0.52
C 4.56 -3.49 1.02  -0.63
C 4.21 -2.98 2.27  -0.51
C 2.88 -2.73 2.57  -0.76
C 1.90 -2.98 1.62  0.03
C -2.32 -2.79 -0.69  0.58
C -3.52 -3.48 -0.75  -0.52
C -4.69 -2.75 -0.82  -0.54
C -4.62 -1.37 -0.84  -0.66
C -3.37 -0.75 -0.78  0.49
N -2.24 -1.45 -0.69  -0.08
C -3.28 0.72 -0.85  -0.03
N -2.22 1.39 -0.88  -0.06
C -2.60 2.81 -0.95  0.05
C -4.14 2.76 -1.14  -0.58
O -4.47 1.36 -0.91  -0.42
C -1.88 3.56 -2.04  0.08
C -2.08 4.94 -2.14  -0.39
C -1.47 5.66 -3.15  -0.59
C -0.64 5.02 -4.07  -0.45
C -0.44 3.65 -3.97  -0.70
C -1.06 2.92 -2.96  -0.16
H 0.72 -5.87 -1.21  0.31
H 0.58 -5.51 0.53  0.38
H 1.64 -3.70 -1.66  0.63
H 3.85 -4.11 -0.90  0.40
H 5.59 -3.69 0.79  0.42
H 4.98 -2.79 3.01  0.42
H 2.60 -2.34 3.54  0.43
H 0.86 -2.79 1.86  0.46
H -3.51 -4.56 -0.75  0.51
H -5.65 -3.25 -0.86  0.45
H -5.51 -0.76 -0.91  0.53
H -2.35 3.27 0.01  0.37
H -4.43 3.01 -2.16  0.34
H -4.69 3.36 -0.43  0.32
H -2.71 5.45 -1.42  0.39
H -1.62 6.73 -3.22  0.38
H -0.16 5.59 -4.85  0.39
H 0.20 3.15 -4.68  0.40
H -0.90 1.86 -2.87  0.39
C 3.65 2.01 0.14  -1.36
C 2.96 1.78 1.44  1.39
C 3.53 2.18 2.62  -1.03
C 2.86 1.95 3.82  -0.47
C 1.62 1.33 3.87  -1.04
C 1.01 0.88 2.72  1.33
C -0.34 0.25 2.80  -1.21
C 1.68 1.08 1.45  0.20
N 1.23 0.70 0.28  -0.60
H 4.53 2.64 0.27  0.42
H 2.97 2.46 -0.58  0.31
H 3.97 1.06 -0.30  0.29
H 4.49 2.68 2.62  0.41
H 3.32 2.29 4.75  0.43
H 1.12 1.20 4.83  0.42
H -0.75 0.35 3.81  0.46
H -0.29 -0.81 2.56  0.16
H -1.03 0.71 2.09  0.14

Computed properties:
HOMO-LUMO gap (alpha / beta) in eV: 6.59 / 6.59
Total charge: +1
LUMO (alpha / beta) in eV: -4.4 / -4.4
ΔE to the lowest compared entry with this formula, charge and spin in kJ/mol: 24.5
Calculated total energy in eV: -46342.08016
Largest force on an atom in Eh/bohr: 0.006

***

The following is a DFT calculation (ωB97M-V with the def2-TZVPD basis set) of a single C5H5Cl2N molecule.

Each line ends with the Mulliken charge.
Positions of all 13 atoms, in Å:
N -1.25 2.65 -0.50  -0.45
C -0.74 1.67 -0.15  -0.05
C -0.09 0.42 0.11  0.70
C -0.67 -0.71 -0.72  -0.69
Cl -2.24 -1.20 0.10  -0.19
C 0.54 0.19 1.47  -0.67
C 1.44 0.58 0.34  -0.17
Cl 2.48 -0.63 -0.37  -0.18
H -0.04 -1.58 -0.66  0.34
H -0.94 -0.37 -1.68  0.43
H 0.41 0.91 2.26  0.29
H 0.53 -0.86 1.71  0.28
H 1.81 1.59 0.25  0.38

Computed properties:
HOMO-LUMO gap in eV: 11.14
LUMO in eV: 0.6
ΔE to the lowest compared entry with this formula, charge and spin in kJ/mol: 114.1
SMILES string: N#C[C@]1(CCl)C[C@H]1Cl
Calculated total energy in eV: -31799.91174
Largest force on an atom in Eh/bohr: 0.044

***

The following is a DFT calculation (ωB97M-V with the def2-TZVPD basis set) of a single C4H11NO molecule.

Each line ends with the Mulliken charge.
Positions of all 17 atoms, in Å:
C -1.51 -1.04 0.40  -0.81
N -1.13 -0.06 -0.74  -0.41
C -0.49 1.12 -0.18  -0.82
C 0.86 0.86 0.50  -0.31
C 1.74 -0.08 -0.27  -0.54
O 1.32 -1.50 -0.10  -0.61
H -2.04 -0.44 1.28  0.23
H -2.10 -1.82 0.08  0.39
H -0.52 -1.52 0.76  0.29
H -1.94 0.20 -1.29  0.25
H -1.21 1.59 0.57  0.30
H -0.28 1.78 -1.01  0.47
H 0.69 0.50 1.56  0.26
H 1.40 1.83 0.51  0.33
H 1.88 0.22 -1.35  0.28
H 2.72 -0.05 0.21  0.33
H 0.61 -1.60 -0.91  0.37

Computed properties:
HOMO-LUMO gap in eV: 10.13
LUMO in eV: 1.1
ΔE to the lowest compared entry with this formula, charge and spin in kJ/mol: 199.5
SMILES string: CNCCCO
Calculated total energy in eV: -7862.48578
Largest force on an atom in Eh/bohr: 0.090

***

The following is a DFT calculation (ωB97M-V with the def2-TZVPD basis set) of 2 unconnected molecules or ions with the total composition C7H11NOS2.

Each line ends with the Mulliken charge.
Positions of all 22 atoms, in Å:
S 3.50 -2.82 1.62  -0.39
C 2.04 -3.56 1.81  0.19
N 0.99 -3.23 0.99  0.05
C -0.18 -3.91 1.26  -0.39
C -0.02 -4.82 2.24  -0.36
S 1.59 -4.83 2.92  -0.07
H 0.94 -2.44 0.36  0.20
H -1.05 -3.73 0.76  0.47
H -0.70 -5.36 2.89  0.34
C -0.68 1.98 0.43  -1.23
C -0.72 1.13 -0.89  -0.21
C 0.27 0.05 -0.77  0.58
C 1.79 0.24 -0.68  -1.06
O -0.16 -1.08 -0.73  -0.64
H -1.65 2.50 0.65  0.29
H -0.47 1.36 1.26  0.40
H 0.14 2.61 0.42  0.37
H -1.70 0.52 -1.09  0.26
H -0.49 1.86 -1.80  0.24
H 2.04 1.25 -0.55  0.35
H 1.94 -0.17 0.31  0.33
H 2.23 -0.21 -1.54  0.29

Computed properties:
HOMO-LUMO gap in eV: 8.32
LUMO in eV: 0.7
ΔE to the lowest compared entry with this formula, charge and spin in kJ/mol: 114.4
SMILES string: S=c1[nH]ccs1.CCC(C)=O
Calculated total energy in eV: -32644.51281
Largest force on an atom in Eh/bohr: 0.068

***

The following is a DFT calculation (ωB97M-V with the def2-TZVPD basis set) of 6 unconnected molecules or ions with the total composition C35H50F5N2O19S.

Each line ends with the Mulliken spin population.
Positions of all 112 atoms, in Å:
C 7.62 -2.40 -1.56  0.02
C 6.44 -3.07 -0.70  0.00
C 6.73 -4.67 -0.77  0.00
C 5.07 -2.86 -1.50  0.05
C 4.07 -1.73 -0.95  -0.03
C 2.65 -2.43 -0.68  0.01
C 1.38 -1.49 -0.89  0.00
C 1.21 -0.31 0.18  0.00
C -0.29 0.26 0.31  0.00
N -1.29 -0.83 0.57  0.00
C -1.09 -1.64 1.74  0.00
C -2.27 -2.67 1.63  0.00
C -3.07 -2.32 0.33  0.00
C -2.38 -1.10 -0.33  0.00
C 3.97 -0.60 -2.12  0.01
C 5.38 0.11 -2.45  0.00
C 5.12 1.71 -2.54  0.00
S 6.68 2.66 -2.07  0.00
O 6.64 3.93 -2.87  0.00
O 7.90 1.82 -2.26  0.00
O 6.44 3.11 -0.45  0.00
C 4.51 -0.96 0.38  0.01
C 5.86 -1.41 1.09  0.02
C 6.95 -0.19 1.01  0.02
C 5.51 -1.49 2.69  0.00
N 6.41 -2.74 0.74  0.35
O 5.98 -3.71 1.50  0.58
H 7.87 -1.32 -1.31  -0.01
H 8.56 -3.05 -1.40  0.00
H 7.44 -2.44 -2.70  0.00
H 5.81 -5.29 -0.51  0.00
H 7.61 -4.94 -0.08  0.00
H 7.01 -4.92 -1.85  0.00
H 4.54 -3.88 -1.54  0.00
H 5.30 -2.62 -2.61  -0.01
H 2.60 -2.82 0.41  0.00
H 2.47 -3.37 -1.32  0.00
H 1.29 -1.04 -1.95  0.00
H 0.44 -2.16 -0.78  0.00
H 1.86 0.56 -0.15  0.00
H 1.53 -0.60 1.24  0.00
H -0.27 1.00 1.19  0.00
H -0.57 0.91 -0.60  0.00
H -0.25 -1.52 2.48  0.00
H -2.45 -3.52 2.36  0.00
H -3.97 -2.85 -0.11  0.00
H -2.59 -0.52 -1.27  0.00
H 3.58 -1.12 -3.06  0.00
H 3.23 0.23 -1.87  0.00
H 5.73 -0.31 -3.46  0.00
H 6.18 -0.02 -1.65  0.00
H 4.75 2.00 -3.59  0.00
H 4.33 2.07 -1.81  0.00
H 7.18 2.74 0.09  0.00
H 4.53 0.17 0.16  0.00
H 3.65 -1.09 1.14  0.00
H 7.98 -0.61 0.72  -0.01
H 7.11 0.26 2.06  0.00
H 6.60 0.67 0.36  0.00
H 6.40 -1.89 3.27  -0.01
H 5.30 -0.40 3.00  0.00
H 4.54 -2.06 2.87  0.01
C -0.44 2.53 4.70  0.00
C 0.00 1.23 5.31  0.00
O 0.54 0.52 4.22  0.00
C 1.01 1.47 3.36  0.00
O 1.76 1.25 2.46  0.00
O 0.52 2.71 3.66  0.00
F -1.06 0.55 5.79  0.00
H -1.44 2.47 4.26  0.00
H -0.41 3.36 5.41  0.00
H 0.76 1.34 6.09  0.00
C -7.67 -2.21 -2.78  0.00
C -7.78 -3.63 -2.32  0.00
O -6.91 -3.67 -1.20  0.00
C -6.93 -2.41 -0.68  0.00
O -6.54 -2.13 0.41  0.00
O -7.46 -1.51 -1.56  0.00
F -7.31 -4.48 -3.27  0.00
H -6.82 -2.04 -3.45  0.00
H -8.58 -1.86 -3.27  0.00
H -8.78 -3.93 -2.02  0.00
C -5.90 2.73 -0.80  0.00
C -7.15 1.98 -1.11  0.00
O -7.08 1.80 -2.52  0.00
C -5.75 1.76 -2.81  0.00
O -5.30 1.35 -3.84  0.00
O -4.99 2.23 -1.78  0.00
F -8.25 2.73 -0.84  0.00
H -6.00 3.81 -0.94  0.00
H -5.53 2.54 0.21  0.00
H -7.23 1.01 -0.62  0.00
C -5.49 -1.21 4.65  0.00
C -4.03 -1.23 4.97  0.00
O -3.47 -0.33 4.03  0.00
C -4.46 0.57 3.77  0.00
O -4.28 1.62 3.23  0.00
O -5.68 0.12 4.19  0.00
F -3.50 -2.45 4.75  0.00
H -5.75 -1.90 3.84  0.00
H -6.11 -1.42 5.51  0.00
H -3.79 -0.90 5.99  0.00
C -5.53 5.55 -3.68  0.00
C -4.84 6.86 -3.90  0.00
O -5.52 7.74 -3.02  0.00
C -5.96 6.96 -1.99  0.00
O -6.33 7.38 -0.94  0.00
O -5.90 5.63 -2.31  0.00
F -5.01 7.30 -5.17  0.00
H -6.43 5.44 -4.29  0.00
H -4.88 4.70 -3.86  0.00
H -3.77 6.85 -3.65  0.00

Computed properties:
HOMO-LUMO gap (alpha / beta) in eV: 8.13 / 7.93
LUMO (alpha / beta) in eV: 0.4 / 0.2
Calculated total energy in eV: -103403.13687
Largest force on an atom in Eh/bohr: 0.125
2S+1: 2
⟨S²⟩: 0.75

***

The following is a DFT calculation (ωB97M-V with the def2-TZVPD basis set) of a molecular structure, C8H28NO8.

Each line ends with the Mulliken charge.
Positions of all 45 atoms, in Å:
N 0.10 0.20 -0.08  -0.80
H -0.68 0.59 -0.59  0.44
H 0.06 -0.79 -0.28  0.94
H -0.05 0.23 0.92  -0.40
H 0.92 0.72 -0.33  1.50
C 2.85 0.75 -0.46  -0.65
C 2.28 2.16 -0.72  -0.86
O 0.89 2.14 -0.95  -0.55
O 2.30 0.13 0.71  -0.52
H 3.91 0.96 -0.36  0.41
H 2.72 0.17 -1.37  0.35
H 2.77 2.63 -1.57  0.52
H 2.61 2.83 0.08  0.33
H 0.66 2.80 -1.61  0.37
H 2.68 -0.75 0.75  0.32
C 1.35 -2.96 -0.36  -0.44
C 0.98 -1.87 -1.39  -0.42
O -0.40 -1.61 -1.22  -0.43
O 1.50 -2.27 0.91  -0.54
H 2.33 -3.38 -0.58  0.35
H 0.57 -3.72 -0.33  0.36
H 1.06 -2.23 -2.41  0.46
H 1.57 -0.97 -1.21  -0.41
H -0.86 -2.45 -1.32  0.37
H 0.81 -2.59 1.49  0.29
C -2.39 0.50 -1.39  -0.91
C -2.50 -0.81 -0.58  -0.36
O -1.92 -0.73 0.69  -0.60
O -1.02 0.91 -1.54  -0.46
H -2.85 1.31 -0.83  0.33
H -2.80 0.34 -2.39  0.59
H -1.96 -1.63 -1.04  -0.17
H -3.56 -1.04 -0.54  0.62
H -2.17 0.06 1.18  0.36
H -0.99 1.39 -2.37  0.56
C -0.89 0.17 2.49  -1.46
C -1.55 1.47 2.04  -0.51
O -2.00 1.37 0.74  -0.45
O 0.37 -0.01 1.86  -0.22
H -1.60 -0.65 2.43  0.47
H -0.69 0.19 3.56  0.61
H -0.81 2.26 2.19  0.34
H -2.38 1.65 2.72  0.46
H -2.23 2.28 0.53  0.38
H 1.01 0.26 2.52  0.44

Computed properties:
HOMO-LUMO gap in eV: 8.75
Total charge: +1
LUMO in eV: -2.5
ΔE to the lowest compared entry with this formula, charge and spin in kJ/mol: 1366.7
Calculated total energy in eV: -26597.99367
Largest force on an atom in Eh/bohr: 0.259

***

The following is a DFT calculation (ωB97M-V with the def2-TZVPD basis set) of a molecular structure, C3H3CuO2.

Each line ends with the Mulliken spin population.
Positions of all 9 atoms, in Å:
C -0.79 -0.01 -0.05  0.00
C -0.83 -1.34 0.07  0.00
H -1.78 -1.88 0.12  0.00
H -1.70 0.60 -0.04  0.00
H 0.09 -1.92 0.17  0.01
O 1.59 0.09 -0.16  0.27
C 0.48 0.73 -0.11  -0.04
O 0.53 2.00 -0.01  0.27
Cu 2.40 1.74 0.02  0.49

Computed properties:
HOMO-LUMO gap (alpha / beta) in eV: 8.73 / 6.87
Total charge: +1
LUMO (alpha / beta) in eV: -6.5 / -8.3
ΔE to the lowest compared entry with this formula, charge and spin in kJ/mol: 19.0
Calculated total energy in eV: -51884.40159
Largest force on an atom in Eh/bohr: 0.071
2S+1: 2
⟨S²⟩: 0.76

***

Which of these has the lowest largest force on an atom? C31H28AuN4O2

***

Which formula does entry 5 have? C7H11NOS2

***

Copy entry 7 word for word.
The following is a DFT calculation (ωB97M-V with the def2-TZVPD basis set) of a molecular structure, C8H28NO8.

Each line ends with the Mulliken charge.
Positions of all 45 atoms, in Å:
N 0.10 0.20 -0.08  -0.80
H -0.68 0.59 -0.59  0.44
H 0.06 -0.79 -0.28  0.94
H -0.05 0.23 0.92  -0.40
H 0.92 0.72 -0.33  1.50
C 2.85 0.75 -0.46  -0.65
C 2.28 2.16 -0.72  -0.86
O 0.89 2.14 -0.95  -0.55
O 2.30 0.13 0.71  -0.52
H 3.91 0.96 -0.36  0.41
H 2.72 0.17 -1.37  0.35
H 2.77 2.63 -1.57  0.52
H 2.61 2.83 0.08  0.33
H 0.66 2.80 -1.61  0.37
H 2.68 -0.75 0.75  0.32
C 1.35 -2.96 -0.36  -0.44
C 0.98 -1.87 -1.39  -0.42
O -0.40 -1.61 -1.22  -0.43
O 1.50 -2.27 0.91  -0.54
H 2.33 -3.38 -0.58  0.35
H 0.57 -3.72 -0.33  0.36
H 1.06 -2.23 -2.41  0.46
H 1.57 -0.97 -1.21  -0.41
H -0.86 -2.45 -1.32  0.37
H 0.81 -2.59 1.49  0.29
C -2.39 0.50 -1.39  -0.91
C -2.50 -0.81 -0.58  -0.36
O -1.92 -0.73 0.69  -0.60
O -1.02 0.91 -1.54  -0.46
H -2.85 1.31 -0.83  0.33
H -2.80 0.34 -2.39  0.59
H -1.96 -1.63 -1.04  -0.17
H -3.56 -1.04 -0.54  0.62
H -2.17 0.06 1.18  0.36
H -0.99 1.39 -2.37  0.56
C -0.89 0.17 2.49  -1.46
C -1.55 1.47 2.04  -0.51
O -2.00 1.37 0.74  -0.45
O 0.37 -0.01 1.86  -0.22
H -1.60 -0.65 2.43  0.47
H -0.69 0.19 3.56  0.61
H -0.81 2.26 2.19  0.34
H -2.38 1.65 2.72  0.46
H -2.23 2.28 0.53  0.38
H 1.01 0.26 2.52  0.44

Computed properties:
HOMO-LUMO gap in eV: 8.75
Total charge: +1
LUMO in eV: -2.5
ΔE to the lowest compared entry with this formula, charge and spin in kJ/mol: 1366.7
Calculated total energy in eV: -26597.99367
Largest force on an atom in Eh/bohr: 0.259